{
  "formula": "C2H10O2S2",
  "method": "ωB97M-V/def2-TZVPD",
  "molar_mass_g_mol": 130.23,
  "smiles": "CCSS.O.O",
  "charge": 0,
  "e_homo_ev": -8.2,
  "de_lowest_ev": 0.736,
  "homo_lumo_gap_ev": 8.67,
  "species": ["C", "C", "S", "S", "H", "H", "H", "H", "H", "H", "H", "H", "O", "H", "H", "O"],
  "positions_angstrom": [[1.4288, -0.8940, -2.0747], [1.1211, 0.3504, -1.1732], [-0.7258, 0.4028, -0.9656], [-0.9070, 1.5961, 0.6856], [0.7053, -0.9217, -2.9086], [1.3338, -1.8451, -1.5017], [2.4203, -0.7802, -2.4768], [1.4846, 1.2487, -1.6579], [1.6087, 0.3188, -0.1628], [-2.2809, 1.6481, 0.8602], [1.6042, -1.0425, 2.8221], [0.8314, -1.0893, 1.5004], [1.5760, -0.7104, 1.8934], [-1.5703, -1.9785, 1.9011], [-1.1468, -1.6534, 0.3985], [-0.8466, -2.1178, 1.2558]]
}